No. 1
Computed, not measured: 2 unconnected molecules or ions with the total composition C2H5O2S2 in a non-equilibrium geometry, with wB97M-V/def2-TZVPD.

## Properties
* strongest force on any atom: 1.3 eV/Å
* DFT total energy: -1026.1010 a.u.
* HOMO level: -4.369 eV

The geometry in ORCA input format:
```
! RIJCOSX wB97M-V def2-TZVPD def2/J DEFGRID3
* xyz -1 1
C 1.05 -0.60 -1.06
S 2.48 -0.68 0.07
S 1.56 -0.47 1.95
H 1.04 -1.60 -1.50
H 1.11 0.13 -1.86
H 0.07 -0.48 -0.60
H 0.36 -0.06 1.49
O -2.33 2.09 0.63
C -1.92 0.95 0.34
O -2.18 0.21 -0.62
H -1.26 0.51 1.16
*
```


No. 2
Computed, not measured: a molecular structure, C17H45Ba2F3HgN3O22S4 in a non-equilibrium geometry, with wB97M-V/def2-TZVPD.

## Properties
* strongest force on any atom: 7.8 eV/Å
* DFT total energy: -4591.1491 a.u.
* HOMO level: -3.542 eV

The geometry in ORCA input format:
```
! RIJCOSX wB97M-V def2-TZVPD def2/J DEFGRID3
* xyz -1 1
Ba -1.80 -2.99 -0.53
Ba 2.19 0.37 -3.83
Hg 2.78 -2.73 -1.07
S 1.21 -5.03 -1.62
O 0.80 -6.31 -1.04
O 2.69 -4.89 -1.62
O 0.91 -4.81 -3.02
O 0.74 -3.85 -0.95
S 3.73 -2.53 -4.56
O 3.44 -2.12 -3.20
O 3.75 -1.24 -5.28
O 4.98 -3.28 -4.50
O 2.68 -3.41 -5.06
S 0.50 -0.16 -1.06
O -0.70 -0.76 -0.52
O 1.19 0.64 -0.06
O 1.44 -1.10 -1.63
O 0.27 0.81 -2.13
C -2.23 -1.23 -5.27
F -1.72 -0.72 -6.41
F -2.75 -0.26 -4.47
F -3.15 -2.13 -5.68
S -0.77 -2.21 -4.44
O -0.35 -3.34 -5.27
O 0.30 -1.23 -4.33
O -1.20 -2.55 -3.13
C 1.21 3.96 0.55
C 1.14 3.78 -0.98
O 1.93 2.78 -1.55
O 0.41 2.90 1.07
H 0.67 4.89 0.76
H 2.21 3.83 0.97
H 1.31 4.70 -1.54
H 0.12 3.52 -1.22
H 1.71 1.98 -1.07
H 0.75 2.08 0.71
C 0.75 1.81 -6.71
C -0.29 2.21 -5.64
O 0.33 2.46 -4.35
O 1.30 0.56 -6.43
H 1.49 2.61 -6.74
H 0.39 1.76 -7.73
H -1.09 1.49 -5.50
H -0.83 3.12 -5.90
H -0.31 2.11 -3.71
H 1.72 0.28 -7.24
C 3.97 0.29 2.30
C 3.82 -0.98 1.54
C 2.80 -2.00 2.04
O 2.83 -3.16 1.14
C 2.46 -4.38 1.81
N 3.53 -0.64 0.20
H 4.80 0.94 2.03
H 4.02 0.10 3.38
H 3.07 0.90 2.22
H 4.79 -1.48 1.55
H 1.80 -1.58 2.07
H 3.12 -2.33 3.03
H 1.97 -5.17 1.24
H 1.76 -4.23 2.63
H 3.36 -4.90 2.16
H 4.27 -0.04 -0.12
H 2.74 -0.01 0.13
C -2.80 1.53 -0.86
C -2.96 1.77 0.63
C -4.28 1.28 1.15
O -4.42 1.62 2.46
C -5.69 1.30 2.99
N -1.80 1.09 1.28
H -3.70 1.72 -1.44
H -2.66 0.48 -1.11
H -2.04 2.12 -1.36
H -2.71 2.76 1.00
H -4.34 0.20 1.02
H -5.10 1.58 0.50
H -5.81 1.79 3.96
H -5.69 0.22 3.15
H -6.53 1.54 2.35
H -1.58 0.29 0.71
H -1.02 1.68 1.04
C -2.73 0.49 7.47
C -2.29 0.99 6.11
C -0.92 0.42 5.67
O -0.79 0.62 4.19
C 0.60 0.52 3.83
N -3.38 0.77 5.13
H -2.28 1.08 8.27
H -2.43 -0.56 7.54
H -3.81 0.51 7.62
H -2.07 2.05 6.17
H -0.77 -0.62 5.97
H -0.09 0.92 6.16
H 0.75 0.39 2.76
H 1.07 -0.28 4.40
H 1.28 1.36 4.03
H -3.82 -0.10 5.39
H -4.13 1.41 5.36
*
```


No. 3
Computed, not measured: 2 unconnected molecules or ions with the total composition C6H12N2 in a non-equilibrium geometry, with wB97M-V/def2-TZVPD.

## Properties
* strongest force on any atom: 2.3 eV/Å
* SMILES: Cc1c[nH]cn1.CC
* DFT total energy: -345.3133 a.u.
* HOMO level: -8.507 eV

The geometry in ORCA input format:
```
! RIJCOSX wB97M-V def2-TZVPD def2/J DEFGRID3
* xyz 0 1
C -1.98 2.76 -0.38
C -0.78 1.95 -0.64
C -0.72 0.82 -1.42
N 0.53 0.31 -1.37
C 1.24 1.20 -0.59
N 0.51 2.19 -0.17
H -2.02 2.95 0.70
H -2.85 2.20 -0.70
H -1.99 3.75 -0.86
H -1.52 0.48 -2.05
H 0.75 -0.59 -1.78
H 2.28 1.04 -0.34
C 0.72 -1.97 1.83
C 0.87 -2.83 0.59
H 1.61 -1.96 2.48
H 0.90 -0.93 1.55
H -0.22 -2.11 2.34
H 0.12 -2.59 -0.16
H 0.70 -3.88 0.84
H 1.87 -2.79 0.15
*
```


No. 4
Computed, not measured: a molecular structure, C25H31N6S6V in a non-equilibrium geometry, with wB97M-V/def2-TZVPD.

## Properties
* strongest force on any atom: 1.8 eV/Å
* DFT total energy: -4632.7353 a.u.
* HOMO level (alpha / beta): -10.126 / -10.031 eV
* <S²>: 1.110

The geometry in ORCA input format:
```
! RIJCOSX wB97M-V def2-TZVPD def2/J DEFGRID3
* xyz 1 2
V 0.30 0.40 0.10
S 1.04 5.28 4.86
C 0.64 4.03 3.91
S 1.32 2.43 4.08
C 0.51 1.70 2.72
C -0.36 2.51 2.05
S -1.32 1.92 0.75
S -0.52 4.15 2.61
S 0.80 0.06 2.26
C -4.74 -1.28 0.06
C -3.69 -0.73 1.06
C -2.96 -1.84 1.76
C -3.60 -2.49 2.81
C -3.01 -3.55 3.46
C -1.77 -3.99 3.03
C -1.10 -3.39 1.97
C 0.24 -3.98 1.58
C 0.09 -5.33 0.87
C -1.69 -2.28 1.34
N -0.99 -1.61 0.30
C -0.72 -2.30 -0.76
C 0.20 -1.78 -1.70
C 0.74 -2.30 -2.86
C 1.73 -1.40 -3.28
C 1.74 -0.36 -2.37
N 0.83 -0.58 -1.38
H -5.55 -0.57 -0.13
H -5.19 -2.18 0.47
H -4.26 -1.56 -0.88
H -4.19 -0.10 1.80
H -2.97 -0.12 0.54
H -4.59 -2.16 3.11
H -3.51 -4.04 4.28
H -1.29 -4.83 3.53
H 0.82 -4.13 2.49
H 0.81 -3.29 0.95
H -0.52 -6.00 1.47
H 1.07 -5.79 0.73
H -0.38 -5.23 -0.10
H -1.16 -3.28 -0.94
H 0.45 -3.23 -3.33
H 2.37 -1.49 -4.15
H 2.37 0.51 -2.36
N -3.96 2.21 -1.22
C -3.55 1.75 -2.59
C -2.34 0.80 -2.51
N -1.02 1.41 -2.56
H -4.67 2.95 -1.27
H -3.16 2.55 -0.66
H -4.35 1.42 -0.69
H -3.29 2.63 -3.18
H -4.40 1.26 -3.04
H -2.41 0.09 -3.33
H -2.41 0.22 -1.58
H -0.94 2.27 -2.03
H -0.71 1.59 -3.51
C 5.34 1.45 3.05
C 4.87 1.31 1.64
C 5.71 0.82 0.64
C 5.22 0.80 -0.65
N 3.98 1.18 -0.94
C 3.23 1.59 0.08
S 1.59 2.14 -0.32
N 3.62 1.68 1.35
H 6.12 2.20 3.10
H 5.75 0.50 3.41
H 4.52 1.75 3.69
H 6.72 0.50 0.86
H 5.83 0.48 -1.49
*
```


No. 5
Computed, not measured: a molecular structure, C36H37N6OPtS3Te, with wB97M-V/def2-TZVPD.

## Properties
* strongest force on any atom: 0.1 eV/Å
* DFT total energy: -3379.7523 a.u.
* HOMO level (alpha / beta): -3.605 / -4.495 eV
* <S²>: 2.040

The geometry in ORCA input format:
```
! RIJCOSX wB97M-V def2-TZVPD def2/J DEFGRID3
* xyz -1 3
Pt -0.33 0.26 -0.45
S -2.43 -0.64 -0.56
C -2.42 -0.93 -2.32
N -3.31 -1.69 -2.92
N -4.24 -2.27 -2.11
C -5.24 -3.04 -2.65
C -6.24 -3.55 -1.81
C -7.24 -4.35 -2.32
C -7.29 -4.66 -3.67
C -6.30 -4.15 -4.50
C -5.28 -3.35 -4.01
N -1.48 -0.39 -3.11
N -0.55 0.35 -2.51
C 0.36 0.92 -3.40
C 0.71 0.31 -4.61
C 1.66 0.88 -5.43
C 2.28 2.08 -5.09
C 1.91 2.71 -3.92
C 0.95 2.15 -3.08
H -4.30 -1.97 -1.15
H -6.21 -3.31 -0.75
H -8.01 -4.73 -1.65
H -8.07 -5.29 -4.07
H -6.31 -4.39 -5.56
H -4.51 -2.95 -4.66
H 0.22 -0.62 -4.88
H 1.93 0.38 -6.36
H 3.02 2.52 -5.74
H 2.35 3.67 -3.64
H 0.62 2.67 -2.20
C 3.00 7.29 0.03
C 2.77 5.80 -0.04
C 3.68 4.96 -0.67
C 3.49 3.59 -0.73
C 4.52 2.75 -1.45
C 2.34 3.03 -0.15
Te 2.14 0.92 -0.32
C 1.41 3.86 0.50
C 0.17 3.33 1.16
C 1.65 5.23 0.54
H 3.83 7.59 -0.61
H 3.24 7.59 1.05
H 2.11 7.84 -0.27
H 4.56 5.39 -1.14
H 5.31 3.39 -1.84
H 4.09 2.20 -2.28
H 4.98 2.02 -0.78
H -0.49 2.84 0.44
H -0.38 4.14 1.64
H 0.40 2.58 1.92
H 0.93 5.87 1.04
C 2.56 0.69 8.08
C 2.05 -0.39 9.02
O 2.44 -0.49 10.15
S 0.86 -1.59 8.45
C 0.57 -1.19 6.75
C 1.40 -1.70 5.75
C 1.18 -1.37 4.43
C 0.11 -0.54 4.06
C -0.73 -0.06 5.07
C -0.51 -0.38 6.39
C -0.09 -0.20 2.69
C -0.24 -0.01 1.50
H 2.56 1.62 8.64
H 1.97 0.79 7.17
H 3.59 0.45 7.82
H 2.23 -2.34 6.03
H 1.83 -1.75 3.65
H -1.56 0.57 4.79
H -1.16 0.00 7.17
C -0.28 -3.57 0.87
N 0.10 -3.51 -0.51
C -0.86 -3.83 -1.57
C -0.13 -3.41 -2.85
N 1.18 -3.02 -2.35
C 1.24 -3.00 -0.99
S 2.57 -2.47 -0.12
H -1.16 -2.94 1.04
H 0.54 -3.19 1.48
H -0.51 -4.60 1.16
H -1.78 -3.27 -1.41
H -1.09 -4.90 -1.55
H -0.63 -2.59 -3.36
H -0.03 -4.25 -3.55
H 1.81 -2.41 -2.85
*
```


No. 6
Computed, not measured: a molecular structure, C26H48Cl3N4O4PdSi in a non-equilibrium geometry, with wB97M-V/def2-TZVPD.

## Properties
* strongest force on any atom: 1.6 eV/Å
* DFT total energy: -3337.5745 a.u.
* HOMO level (alpha / beta): -4.609 / -4.576 eV
* <S²>: 2.006

The geometry in ORCA input format:
```
! RIJCOSX wB97M-V def2-TZVPD def2/J DEFGRID3
* xyz -1 3
C -1.76 -2.16 -4.28
C -1.16 -2.85 -3.10
H -1.63 -2.76 -5.18
H -1.29 -1.17 -4.41
H -2.83 -1.99 -4.12
C -0.65 -4.09 -3.12
C -0.59 -4.97 -4.33
H -0.31 -4.56 -2.19
H -0.57 -4.39 -5.26
H -1.44 -5.66 -4.37
H 0.32 -5.59 -4.31
Pd 0.10 0.77 -0.72
Cl -2.22 0.75 -0.43
Cl 0.90 3.03 -1.32
H 0.74 4.93 3.31
H -1.64 5.81 2.12
C 0.94 4.57 2.29
C -1.15 5.36 1.24
N -0.32 4.24 1.64
H 1.60 3.70 2.32
C -0.67 2.97 1.36
O 0.07 1.98 1.49
H -1.93 4.99 0.55
H -1.70 2.89 0.96
H 1.42 5.39 1.73
H -0.54 6.12 0.74
H 1.69 -1.26 -3.64
H 2.24 -3.66 -2.40
C 2.52 -0.83 -3.06
C 3.14 -3.05 -2.21
N 2.79 -1.68 -1.91
H 2.24 0.18 -2.71
C 2.81 -1.15 -0.67
O 2.42 0.00 -0.39
H 3.68 -3.49 -1.37
H 3.24 -1.84 0.08
H 3.42 -0.77 -3.69
H 3.76 -3.09 -3.11
O -0.05 -1.16 -1.92
C -1.11 -2.00 -1.82
C 0.16 -3.21 0.01
C -1.06 -2.84 -0.55
H 1.07 -2.76 -0.41
C 0.22 -4.17 1.02
H -2.04 -1.41 -1.77
C -2.25 -3.34 0.00
H 1.20 -4.46 1.41
C -0.96 -4.74 1.49
C -2.20 -4.32 0.99
H -3.18 -2.97 -0.44
H -0.91 -5.52 2.25
H -3.13 -4.77 1.34
Si -0.33 3.07 -3.69
Cl -0.38 1.00 -3.35
C 1.45 3.58 -4.09
C -1.74 3.81 -2.67
C -0.94 3.65 -5.45
H 2.14 2.75 -3.89
H 1.77 4.46 -3.52
H 1.54 3.83 -5.15
H -0.21 3.39 -6.24
H -1.02 4.75 -5.44
H -1.92 3.24 -5.74
H -1.94 3.20 -1.77
H -2.68 3.80 -3.26
H -1.56 4.85 -2.36
C -1.84 -1.09 2.75
N -0.75 -0.50 3.48
C -1.04 0.23 4.68
C 0.22 0.50 5.46
C 1.28 1.05 4.55
N 1.51 0.11 3.48
C 2.72 0.21 2.71
C 0.47 -0.56 2.87
O 0.64 -1.20 1.82
H -2.00 -0.58 1.79
H -2.75 -1.02 3.35
H -1.62 -2.15 2.53
H -1.55 1.18 4.42
H -1.75 -0.37 5.26
H 0.58 -0.42 5.92
H 0.00 1.22 6.26
H 2.24 1.19 5.07
H 0.98 2.04 4.14
H 2.57 0.85 1.83
H 3.52 0.62 3.33
H 2.99 -0.79 2.36
*
```